[1]
54
Properties=species:S:1:pos:R:3 method="wB97M-V/def2-TZVPD" spin_multiplicity=2 charge=-1 energy_ha=-3522.3225 max_force_ha_per_bohr=0.0483 homo_ev="-3.0 / -3.0"
V -0.280 0.079 0.894
C 3.209 -0.442 3.190
C 1.816 -0.271 2.682
N 1.510 -0.415 1.358
N 2.243 -1.280 0.549
C 1.509 -2.235 -0.107
N 1.934 -2.493 -1.369
S 0.204 -2.987 0.616
C 0.688 -0.079 3.471
C 0.685 0.080 4.896
C -0.455 -0.106 5.593
C -1.655 -0.466 4.904
C -1.651 -0.488 3.558
N -0.529 -0.227 2.802
H 3.676 -1.295 2.692
H 3.215 -0.630 4.261
H 3.827 0.439 2.989
H 2.972 -0.840 0.002
H 1.896 -1.643 -1.965
H 1.367 -3.221 -1.782
H 1.607 0.329 5.403
H -0.459 -0.007 6.671
H -2.567 -0.675 5.445
H -2.547 -0.708 2.995
C -2.231 -1.173 -2.007
N -0.986 -0.923 -2.719
C -1.186 -0.743 -4.150
C 0.169 -0.803 -4.839
C 1.098 0.226 -4.216
N 1.156 0.053 -2.766
C 2.124 0.983 -2.184
C -0.185 0.148 -2.170
O -0.043 -0.040 -0.777
H -2.718 -2.030 -2.475
H -2.903 -0.305 -2.034
H -2.026 -1.422 -0.970
H -1.667 0.225 -4.352
H -1.838 -1.542 -4.508
H 0.060 -0.601 -5.908
H 0.590 -1.806 -4.716
H 0.739 1.238 -4.449
H 2.113 0.120 -4.609
H 3.132 0.631 -2.431
H 2.005 1.021 -1.104
H 1.991 2.001 -2.565
F -2.319 4.394 0.175
C -3.058 3.417 0.690
F -3.857 2.925 -0.248
F -3.841 3.956 1.637
S -2.012 2.070 1.462
O -2.582 2.009 2.779
O -2.262 0.879 0.608
O -0.597 2.451 1.363
Te -1.079 2.221 -2.261


[2]
69
Properties=species:S:1:pos:R:3 method="wB97M-V/def2-TZVPD" charge=+2 energy_ha=-1850.3839 max_force_ha_per_bohr=0.0091 homo_ev=-13.3 de_lowest_kj_mol=12.42
Ta 0.739 -0.173 0.236
O 0.222 1.229 -0.927
C 0.031 1.600 -2.204
C -0.760 2.693 -2.514
C -0.939 3.026 -3.845
C -0.336 2.289 -4.867
C 0.459 1.213 -4.551
C 0.651 0.850 -3.208
C 1.497 -0.251 -2.873
N 1.736 -0.735 -1.696
C 2.700 -1.862 -1.668
C 2.624 -2.532 -0.308
N 2.504 -1.431 0.653
C 3.491 -1.190 1.454
C 3.633 -0.062 2.322
C 4.723 -0.010 3.210
C 4.915 1.089 4.012
C 4.032 2.167 3.924
C 2.963 2.152 3.045
C 2.761 1.038 2.246
O 1.744 1.003 1.371
H -1.218 3.266 -1.719
H -1.558 3.878 -4.097
H -0.488 2.572 -5.899
H 0.942 0.638 -5.332
H 2.002 -0.724 -3.717
H 3.702 -1.455 -1.819
H 2.483 -2.567 -2.469
H 3.510 -3.134 -0.108
H 1.739 -3.162 -0.235
H 4.316 -1.904 1.464
H 5.410 -0.847 3.254
H 5.749 1.126 4.699
H 4.188 3.036 4.550
H 2.284 2.990 2.965
C 0.863 -2.169 3.191
O 0.363 -1.033 2.457
C -0.453 -0.146 3.159
C -0.419 0.058 4.520
C -1.325 0.963 5.067
C -2.242 1.634 4.272
C -2.275 1.416 2.902
C -1.368 0.526 2.357
N -1.264 0.179 0.985
N -2.316 0.079 0.303
C -2.240 -0.569 -0.896
C -1.297 -1.604 -1.107
O -0.281 -1.826 -0.263
C -1.466 -2.485 -2.193
C -2.476 -2.289 -3.088
C -3.411 -1.228 -2.949
C -4.442 -1.034 -3.891
C -5.352 -0.025 -3.721
C -5.261 0.819 -2.602
C -4.260 0.657 -1.675
C -3.319 -0.373 -1.830
H 0.066 -2.563 3.819
H 1.147 -2.917 2.457
H 1.722 -1.879 3.796
H 0.279 -0.467 5.157
H -1.311 1.138 6.134
H -2.938 2.328 4.722
H -2.987 1.920 2.263
H -0.774 -3.311 -2.290
H -2.582 -2.961 -3.930
H -4.505 -1.698 -4.743
H -6.146 0.121 -4.440
H -5.990 1.607 -2.470
H -4.196 1.317 -0.821


[3]
72
Properties=species:S:1:pos:R:3 method="wB97M-V/def2-TZVPD" energy_ha=-2712.2573 max_force_ha_per_bohr=0.0106 homo_ev=-8.4 de_lowest_kj_mol=7.10
Sn -1.749 -1.746 -0.828
C 2.800 1.497 2.251
C 1.303 1.290 2.272
C 0.634 2.042 3.413
O 0.783 1.686 1.016
C -0.342 0.865 0.786
C 0.155 -0.514 1.311
O 0.967 -0.104 2.397
C 0.880 -1.572 0.423
O 0.205 -1.621 -0.818
C 0.784 -2.953 1.081
C 1.024 -4.063 0.272
C 0.911 -5.345 0.780
C 0.562 -5.539 2.112
C 0.346 -4.443 2.928
C 0.458 -3.154 2.417
C 2.342 -1.242 0.154
C 3.323 -1.595 1.077
C 4.656 -1.307 0.835
C 5.027 -0.660 -0.336
C 4.055 -0.318 -1.264
C 2.720 -0.616 -1.026
C -1.031 1.150 -0.578
O -2.063 0.179 -0.746
C -1.790 2.485 -0.514
C -1.551 3.467 0.437
C -2.275 4.654 0.420
C -3.243 4.872 -0.544
C -3.483 3.894 -1.502
C -2.761 2.715 -1.488
C -0.107 1.233 -1.794
C -0.347 0.492 -2.944
C 0.474 0.604 -4.057
C 1.543 1.487 -4.045
C 1.762 2.269 -2.920
C 0.941 2.151 -1.811
H 3.023 2.563 2.317
H 3.225 1.099 1.333
H 3.253 0.994 3.105
H 0.847 3.108 3.334
H 1.021 1.678 4.365
H -0.445 1.890 3.407
H -1.131 1.125 1.508
H -0.725 -1.027 1.728
H 1.295 -3.909 -0.765
H 1.096 -6.197 0.139
H 0.464 -6.542 2.508
H 0.089 -4.584 3.970
H 0.314 -2.312 3.082
H 3.044 -2.093 1.997
H 5.408 -1.588 1.562
H 6.069 -0.437 -0.529
H 4.331 0.177 -2.187
H 1.971 -0.368 -1.763
H -0.788 3.330 1.190
H -2.077 5.410 1.170
H -3.807 5.795 -0.554
H -4.237 4.051 -2.262
H -2.956 1.955 -2.233
H -1.199 -0.177 -3.006
H 0.269 0.005 -4.935
H 2.186 1.578 -4.911
H 2.579 2.979 -2.905
H 1.123 2.774 -0.948
Cl -4.991 -0.403 -1.412
C -6.737 -0.667 -1.269
Cl -7.609 0.837 -0.961
H -6.911 -1.340 -0.438
H -7.095 -1.087 -2.200
C -2.807 -3.371 -1.153
H -3.795 -3.300 -0.709
H -2.212 -4.187 -0.741


[4]
44
Properties=species:S:1:pos:R:3 method="wB97M-V/def2-TZVPD" smiles="COc1cc(NC(=S)NCc2ccc(S(N)(=O)=O)cc2)cc(OC)c1" energy_ha=-1882.6966 max_force_ha_per_bohr=0.0178 homo_ev=-8.4 de_lowest_kj_mol=275.57
C 4.910 -3.988 -0.682
O 4.305 -3.362 0.425
C 3.269 -2.516 0.212
C 2.736 -2.217 -1.039
C 1.665 -1.335 -1.135
N 1.164 -1.037 -2.408
C -0.117 -0.744 -2.764
S -0.404 -0.017 -4.219
N -1.100 -1.148 -1.933
C -2.448 -0.628 -1.987
C -2.583 0.523 -1.020
C -3.046 0.311 0.274
C -3.086 1.356 1.182
C -2.657 2.607 0.787
S -2.690 3.955 1.966
N -1.101 4.108 2.451
O -3.428 3.542 3.119
O -3.025 5.165 1.285
C -2.198 2.840 -0.495
C -2.158 1.793 -1.400
C 1.134 -0.726 0.000
C 1.668 -1.032 1.247
O 1.230 -0.499 2.420
C 0.176 0.430 2.393
C 2.722 -1.930 1.350
H 4.201 -4.623 -1.223
H 5.344 -3.256 -1.371
H 5.705 -4.607 -0.270
H 3.131 -2.654 -1.941
H 1.832 -0.990 -3.166
H -0.819 -1.597 -1.071
H -3.144 -1.433 -1.738
H -2.624 -0.296 -3.013
H -3.386 -0.672 0.568
H -3.454 1.229 2.187
H -0.748 3.348 3.006
H -0.466 4.435 1.745
H -1.900 3.838 -0.773
H -1.800 1.954 -2.406
H 0.353 0.010 -0.107
H -0.743 -0.006 1.986
H 0.438 1.321 1.811
H 0.008 0.710 3.432
H 3.132 -2.163 2.317